(1)
This record from OMol25 describes a cluster of 4 separate species, C6H17NO3 in total in a non-equilibrium geometry. The level of theory is the ωB97M-V functional and the def2-TZVPD basis.

Results
E, eV: -14128.990
LUMO energy, hartree: 0.01910
Multiplicity: 1
SMILES string: C=C(/C=C/C)NC.O.O.O
Net charge: 0
HOMO-LUMO gap, eV: 8.8
Energy relative to the best compared isomer or geometry (same formula, charge and spin), eV: 2.610

Each line ends with the Mulliken charge.
Element x y z (Å)
C1 0.865 -2.617 -2.454  -1.288
O1 -0.340 0.053 4.113  -0.646
H1 -0.630 2.195 2.749  0.312
H2 0.440 -2.577 -3.470  0.331
H3 -0.541 1.814 0.482  0.252
H4 0.049 -1.918 -0.503  0.315
H5 0.765 -3.659 -2.138  0.344
H6 0.475 3.016 -1.128  0.304
C2 -1.001 0.356 -0.870  0.435
H7 1.054 1.577 -1.914  0.373
H8 0.617 2.951 2.247  0.325
H9 -2.870 -0.555 -1.025  0.298
N1 -0.115 1.196 -0.190  0.069
H10 1.799 2.069 -0.427  0.304
H11 0.659 -1.189 1.245  0.393
C3 0.849 2.009 -0.942  -1.064
C4 -0.385 -0.516 -1.918  -0.774
H12 0.369 -0.488 3.743  0.365
H13 -0.356 -0.242 -2.970  0.394
O2 -0.330 3.038 2.396  -0.678
C5 -2.284 0.201 -0.519  -1.110
O3 1.178 -1.343 2.047  -0.696
H14 -2.818 0.743 0.260  0.331
C6 0.157 -1.668 -1.542  0.226
H15 -0.981 0.182 3.398  0.285
H16 1.470 -2.258 1.892  0.319
H17 1.907 -2.369 -2.565  0.282



(2)
This record from OMol25 describes the molecule C3H6N2O. The level of theory is the ωB97M-V functional and the def2-TZVPD basis.

Results
E, eV: -8235.018
LUMO energy, hartree: -0.00020
Multiplicity: 1
SMILES string: [H]/N=C(/C=O)NC
Net charge: 0
HOMO-LUMO gap, eV: 9.7
Energy relative to the best compared isomer or geometry (same formula, charge and spin), eV: 1.680

Each line ends with the Mulliken charge.
Element x y z (Å)
H1 1.148 -1.018 0.099  0.318
H2 -1.324 -1.975 -0.742  0.255
H3 -1.642 -0.639 0.383  0.290
N1 0.334 -0.674 -0.391  -0.373
N2 -0.318 1.472 -1.172  -0.615
H4 -0.728 0.869 -1.891  0.291
C1 1.070 1.384 0.761  0.100
H5 -0.654 -2.009 0.901  0.309
O1 1.717 0.747 1.559  -0.499
C2 -0.887 -1.361 0.050  -0.793
H6 0.971 2.484 0.807  0.380
C3 0.313 0.720 -0.362  0.339